Record 1
C22H20N4O2STa as an isolated structure. Source: OMol25; level of theory: ωB97M-V with the def2-TZVPD basis set.

Calculated values
Maximum force   0.8 eV Å⁻¹
M   585.4 g/mol
E_HOMO (spin up / spin down)   -16.01 / -16.01 eV
Kohn-Sham gap (spin up / spin down)   4.90 / 4.90 eV

The geometry in ORCA input format:
```
! wB97M-V def2-TZVPD RIJCOSX def2/J DEFGRID3
* xyz 3 1
Ta 0.42 -0.53 0.19
O 2.10 0.17 -0.07
C 2.71 0.84 -1.14
C 3.80 1.62 -0.87
C 4.42 2.25 -1.95
C 3.97 2.09 -3.26
C 2.88 1.28 -3.51
C 2.20 0.64 -2.45
C 1.15 -0.25 -2.76
N 0.34 -0.83 -1.91
C -0.40 -2.04 -2.36
C 0.18 -3.14 -1.51
N 0.16 -2.63 -0.10
C -0.03 -3.53 0.85
C -0.11 -3.33 2.25
C -0.27 -4.44 3.10
C -0.35 -4.26 4.47
C -0.28 -2.97 5.00
C -0.13 -1.84 4.19
C -0.04 -2.05 2.84
O 0.11 -1.00 1.96
H 4.18 1.73 0.13
H 5.28 2.88 -1.77
H 4.47 2.58 -4.07
H 2.54 1.13 -4.53
H 1.01 -0.49 -3.81
H -0.25 -2.21 -3.42
H -1.47 -1.91 -2.17
H 1.22 -3.33 -1.79
H -0.37 -4.08 -1.58
H -0.15 -4.56 0.51
H -0.32 -5.44 2.68
H -0.46 -5.11 5.13
H -0.35 -2.84 6.07
H -0.06 -0.85 4.61
N -4.62 4.65 0.24
C -3.30 4.65 0.06
S -2.28 5.92 0.02
C -2.59 3.35 0.01
C -1.80 3.01 -1.10
C -1.02 1.89 -1.06
N -0.94 1.07 0.04
C -1.73 1.40 1.10
C -2.56 2.49 1.11
H -5.09 5.54 0.34
H -5.18 3.81 0.21
H -1.78 3.64 -1.97
H -0.40 1.64 -1.91
H -1.67 0.74 1.96
H -3.14 2.69 2.00
*
```

=====

Record 2
One molecule with the formula C22H20N4O4S2. Source: OMol25; level of theory: ωB97M-V with the def2-TZVPD basis set.

Calculated values
Maximum force   1.6 eV Å⁻¹
M   468.6 g/mol
E_HOMO   -8.39 eV
ΔE to the lowest compared entry with this formula, charge and spin   2.1058 eV
Kohn-Sham gap   8.80 eV

The geometry in ORCA input format:
```
! wB97M-V def2-TZVPD RIJCOSX def2/J DEFGRID3
* xyz 0 1
C 2.94 -2.40 -5.64
C 1.96 -1.48 -4.91
C 2.37 -1.23 -3.51
N 1.73 -1.61 -2.48
N 2.30 -1.29 -1.32
C 3.41 -0.66 -1.44
N 4.14 -0.22 -0.39
S 4.09 -1.11 1.08
O 4.34 -2.49 0.79
O 5.00 -0.40 1.92
C 2.41 -0.85 1.59
C 1.49 -1.87 1.50
C 0.18 -1.65 1.89
C -0.19 -0.39 2.37
N -1.49 -0.11 2.78
C -2.58 -0.92 2.81
O -2.61 -2.09 2.50
C -3.82 -0.19 3.34
O -3.78 1.21 3.18
C -3.96 1.72 1.91
C -4.14 3.12 1.86
C -4.32 3.74 0.66
C -4.34 3.01 -0.55
C -4.53 3.62 -1.80
C -4.54 2.88 -2.95
C -4.35 1.49 -2.89
C -4.16 0.86 -1.69
C -4.15 1.60 -0.49
C -3.96 0.97 0.76
C 0.76 0.63 2.45
C 2.06 0.40 2.07
S 3.88 -0.39 -3.12
H 3.01 -3.35 -5.12
H 3.93 -1.95 -5.66
H 2.61 -2.57 -6.66
H 0.96 -1.93 -4.89
H 1.90 -0.52 -5.44
H 5.03 0.22 -0.59
H 1.81 -2.82 1.11
H -0.55 -2.43 1.82
H -1.65 0.85 3.09
H -4.71 -0.63 2.87
H -3.88 -0.36 4.42
H -4.13 3.66 2.78
H -4.46 4.81 0.62
H -4.68 4.69 -1.84
H -4.69 3.35 -3.91
H -4.35 0.92 -3.81
H -4.01 -0.21 -1.64
H -3.82 -0.10 0.77
H 0.46 1.60 2.83
H 2.82 1.17 2.13
*
```

=====

Record 3
One molecule with the formula C22H20N4O5. Source: OMol25; level of theory: ωB97M-V with the def2-TZVPD basis set.

Calculated values
Maximum force   1.4 eV Å⁻¹
M   420.4 g/mol
E_HOMO   -8.42 eV
ΔE to the lowest compared entry with this formula, charge and spin   3.8622 eV
Kohn-Sham gap   8.35 eV

The geometry in ORCA input format:
```
! wB97M-V def2-TZVPD RIJCOSX def2/J DEFGRID3
* xyz 0 1
C 3.76 1.89 0.51
O 2.76 0.91 0.40
C 1.83 1.02 -0.59
C 1.83 2.02 -1.56
C 0.86 2.06 -2.53
C -0.14 1.09 -2.57
C -1.16 1.12 -3.60
N -2.06 0.22 -3.66
N -3.00 0.27 -4.60
C -3.97 -0.69 -4.77
O -4.74 -0.61 -5.70
C -3.99 -1.80 -3.78
C -4.33 -3.07 -4.23
C -4.36 -4.12 -3.32
C -4.05 -3.84 -1.99
N -3.76 -2.63 -1.55
C -3.74 -1.63 -2.42
C -0.14 0.08 -1.60
C 0.83 0.04 -0.62
C 0.76 -1.03 0.45
O 0.03 -0.55 1.58
C 0.63 -0.03 2.67
C -0.24 0.64 3.55
C 0.25 1.20 4.70
C 1.61 1.11 5.02
N 2.03 1.74 6.23
O 3.22 1.85 6.46
O 1.16 2.15 6.98
C 2.49 0.43 4.16
C 3.95 0.27 4.44
C 1.97 -0.13 3.00
H 4.35 1.61 1.39
H 4.41 1.91 -0.37
H 3.34 2.88 0.68
H 2.60 2.79 -1.55
H 0.88 2.84 -3.27
H -1.13 1.96 -4.31
H -3.00 1.03 -5.29
H -4.55 -3.22 -5.27
H -4.61 -5.12 -3.63
H -4.04 -4.62 -1.25
H -3.53 -0.66 -2.00
H -0.92 -0.66 -1.62
H 0.18 -1.88 0.08
H 1.76 -1.36 0.73
H -1.28 0.71 3.29
H -0.40 1.72 5.38
H 4.41 -0.37 3.70
H 4.11 -0.16 5.43
H 4.45 1.24 4.44
H 2.66 -0.65 2.36
*
```

=====

Record 4
C22H20N7S4V as an isolated structure. Source: OMol25; level of theory: ωB97M-V with the def2-TZVPD basis set.

Calculated values
<S²>   3.788
Maximum force   0.6 eV Å⁻¹
M   561.7 g/mol
E_HOMO (spin up / spin down)   -10.30 / -10.31 eV
ΔE to the lowest compared entry with this formula, charge and spin   0.8091 eV
Kohn-Sham gap (spin up / spin down)   6.35 / 5.87 eV

The geometry in ORCA input format:
```
! wB97M-V def2-TZVPD RIJCOSX def2/J DEFGRID3
* xyz 1 4
V 0.33 1.14 -0.23
C 4.13 -1.42 -3.22
C 2.76 -1.20 -3.32
C 2.06 -0.71 -2.23
C 2.73 -0.45 -1.05
C 4.10 -0.66 -0.93
C 4.79 -1.16 -2.03
N 1.98 0.11 0.03
N 2.52 0.03 1.18
C 1.76 0.67 2.15
C 2.15 0.52 3.49
C 1.40 1.15 4.45
C 0.27 1.88 4.07
C -0.06 1.96 2.74
N 0.68 1.37 1.78
H 4.68 -1.80 -4.07
H 2.25 -1.42 -4.25
H 0.98 -0.58 -2.31
H 4.61 -0.44 -0.01
H 5.86 -1.32 -1.95
H 3.03 -0.06 3.71
H 1.67 1.06 5.50
H -0.35 2.39 4.80
H -0.92 2.51 2.41
S -1.77 -0.03 -0.62
C -2.41 1.12 -1.75
N -2.73 2.37 -1.46
C -3.25 3.10 -2.62
C -3.09 2.05 -3.76
N -2.64 0.87 -3.02
H -2.80 2.71 -0.51
H -2.66 3.99 -2.81
H -4.29 3.38 -2.46
H -2.34 2.36 -4.48
H -4.03 1.85 -4.27
H -2.41 -0.02 -3.44
S -0.91 6.67 2.36
C -0.08 5.88 1.19
S -0.73 4.49 0.33
C 0.77 4.27 -0.49
N 1.64 5.18 -0.25
N 1.15 6.09 0.66
C 2.03 7.16 1.04
C 3.32 6.85 1.42
C 4.18 7.88 1.78
C 3.73 9.20 1.78
C 2.42 9.48 1.40
C 1.57 8.46 1.02
S 1.05 2.89 -1.56
H 3.66 5.82 1.41
H 5.19 7.66 2.07
H 4.39 9.99 2.07
H 2.07 10.51 1.39
H 0.55 8.67 0.72
*
```

=====

Record 5
C22H21AsN2O2PdS as an isolated structure. Source: OMol25; level of theory: ωB97M-V with the def2-TZVPD basis set.

Calculated values
<S²>   6.055
Maximum force   2.1 eV Å⁻¹
M   558.8 g/mol
E_HOMO (spin up / spin down)   -14.88 / -14.85 eV
ΔE to the lowest compared entry with this formula, charge and spin   1.0114 eV
Kohn-Sham gap (spin up / spin down)   9.04 / 5.37 eV

The geometry in ORCA input format:
```
! wB97M-V def2-TZVPD RIJCOSX def2/J DEFGRID3
* xyz 2 5
Pd 0.17 0.27 -0.75
S 2.49 0.24 0.01
C 3.06 1.85 0.23
C 4.44 2.06 0.41
C 4.93 3.33 0.59
C 4.07 4.42 0.62
C 2.70 4.24 0.45
C 2.18 2.97 0.23
As 0.26 2.67 0.01
C 0.19 2.18 -1.91
C -1.07 1.82 -2.44
C -1.21 1.57 -3.80
C -0.10 1.67 -4.64
C 1.15 2.01 -4.12
C 1.31 2.24 -2.77
C -0.50 4.51 0.01
C -0.67 5.11 1.25
C -1.10 6.43 1.31
C -1.39 7.11 0.14
C -1.25 6.49 -1.09
C -0.82 5.18 -1.17
H 5.10 1.21 0.40
H 6.00 3.48 0.73
H 4.46 5.41 0.78
H 2.03 5.09 0.48
H -1.95 1.84 -1.80
H -2.17 1.30 -4.20
H -0.21 1.47 -5.69
H 1.99 2.10 -4.78
H 2.28 2.51 -2.38
H -0.45 4.55 2.16
H -1.22 6.91 2.27
H -1.75 8.13 0.19
H -1.47 7.03 -2.00
H -0.71 4.69 -2.13
C -3.65 -1.89 1.02
C -2.46 -1.37 0.32
N -2.15 -0.10 0.29
O -3.02 0.72 0.97
C -1.58 -2.24 -0.45
C -1.84 -3.70 -0.58
N -0.60 -1.63 -1.03
O 0.35 -1.99 -1.77
H -3.89 -1.25 1.88
H -3.50 -2.91 1.36
H -4.51 -1.87 0.35
H -2.77 1.65 0.81
H -2.86 -3.85 -0.95
H -1.75 -4.20 0.38
H -1.14 -4.16 -1.28
*
```

=====

Record 6
C22H21AuN4O9SSe as an isolated structure. Source: OMol25; level of theory: ωB97M-V with the def2-TZVPD basis set.

Calculated values
<S²>   2.028
Maximum force   1.4 eV Å⁻¹
M   793.4 g/mol
E_HOMO (spin up / spin down)   -8.32 / -8.27 eV
Kohn-Sham gap (spin up / spin down)   7.10 / 4.79 eV

The geometry in ORCA input format:
```
! wB97M-V def2-TZVPD RIJCOSX def2/J DEFGRID3
* xyz 0 3
Au -1.53 -1.72 -0.81
O -8.84 -2.47 -3.42
C -7.84 -3.10 -4.06
O -7.99 -3.52 -5.17
C -6.55 -3.24 -3.31
C -6.10 -2.29 -2.40
C -4.86 -2.42 -1.81
C -4.06 -3.52 -2.12
S -2.48 -3.77 -1.42
C -4.52 -4.49 -3.01
C -5.75 -4.35 -3.61
H -8.61 -2.24 -2.51
H -6.70 -1.42 -2.16
H -4.50 -1.69 -1.11
H -3.88 -5.33 -3.24
H -6.10 -5.08 -4.33
O -2.71 5.13 2.55
N -2.15 4.26 3.18
O -1.86 4.33 4.36
C -1.78 3.06 2.48
C -2.06 2.93 1.13
C -1.69 1.79 0.44
C -0.92 0.74 1.06
O -0.43 -0.23 0.44
C -0.71 0.92 2.48
C -1.14 2.03 3.16
N -0.02 -0.11 3.21
O 0.78 -0.80 2.62
O -0.28 -0.22 4.39
N -2.01 1.71 -0.94
O -2.24 2.74 -1.53
O -2.07 0.61 -1.49
H -2.58 3.74 0.62
H -0.96 2.11 4.23
N 0.70 -2.57 -0.55
H 0.75 -3.58 -0.48
H 0.93 -2.16 0.34
H 1.35 -2.25 -1.25
C 8.02 2.08 1.32
C 6.63 1.66 1.00
C 5.63 1.68 1.96
C 4.33 1.30 1.67
C 3.28 1.34 2.73
C 4.02 0.87 0.37
Se 2.23 0.43 0.00
C 5.02 0.82 -0.62
C 4.75 0.39 -2.03
C 6.30 1.22 -0.29
H 8.13 2.32 2.37
H 8.31 2.95 0.73
H 8.73 1.28 1.07
H 5.86 2.02 2.96
H 3.69 1.66 3.68
H 2.84 0.35 2.85
H 2.48 2.02 2.44
H 3.78 -0.09 -2.11
H 5.51 -0.31 -2.36
H 4.77 1.25 -2.69
H 7.07 1.21 -1.05
*
```

=====

Record 7
C22H21B3O11 as an isolated structure. Source: OMol25; level of theory: ωB97M-V with the def2-TZVPD basis set.

Calculated values
Maximum force   1.2 eV Å⁻¹
M   493.8 g/mol
E_HOMO   -10.24 eV
Kohn-Sham gap   8.65 eV

The geometry in ORCA input format:
```
! wB97M-V def2-TZVPD RIJCOSX def2/J DEFGRID3
* xyz 0 1
C 3.17 -0.91 -1.55
C 2.15 -0.36 -0.59
O 1.33 -1.05 -0.03
O 2.23 0.98 -0.41
C 0.93 1.59 -0.41
C 0.11 1.22 -1.65
B -1.17 0.38 -1.28
O -1.78 0.44 -0.04
B -1.70 -0.83 0.53
O -2.05 -1.90 -0.27
B -1.65 -1.79 -1.60
O -1.70 -0.54 -2.18
H 2.68 -1.31 -2.42
H 3.76 -1.67 -1.06
H 3.85 -0.12 -1.87
H 1.10 2.66 -0.39
H 0.41 1.33 0.51
H -0.22 2.12 -2.17
H 0.68 0.65 -2.38
H -1.30 -0.97 1.63
H -1.22 -2.72 -2.19
C 1.71 -6.61 -3.76
C 1.79 -5.30 -3.94
C 1.27 -4.36 -2.91
O 1.33 -3.16 -3.06
C 0.67 -4.94 -1.69
C 0.59 -6.26 -1.51
C 1.11 -7.20 -2.54
O 1.05 -8.40 -2.38
H 2.08 -7.32 -4.50
H 2.22 -4.85 -4.82
H 0.30 -4.23 -0.95
H 0.16 -6.71 -0.63
C 2.34 1.66 5.71
C 1.24 1.35 5.03
C 1.23 1.33 3.55
O 0.22 1.06 2.93
C 2.49 1.66 2.84
C 3.60 1.96 3.52
C 3.61 1.98 5.00
O 4.62 2.26 5.62
H 2.38 1.68 6.79
H 0.30 1.11 5.52
H 2.46 1.64 1.76
H 4.53 2.21 3.03
C -3.15 3.70 -0.10
C -4.22 2.93 0.09
C -5.57 3.53 0.31
O -6.54 2.83 0.48
C -5.67 5.01 0.30
C -4.60 5.77 0.10
C -3.25 5.18 -0.11
O -2.28 5.87 -0.29
H -2.17 3.28 -0.25
H -4.17 1.85 0.11
H -6.66 5.42 0.45
H -4.65 6.86 0.09
*
```

=====

Record 8
C22H21Br3IrN5O3P as an isolated structure. Source: OMol25; level of theory: ωB97M-V with the def2-TZVPD basis set.

Calculated values
<S²>   8.801
Maximum force   1.9 eV Å⁻¹
M   866.3 g/mol
E_HOMO (spin up / spin down)   -13.10 / -13.09 eV
ΔE to the lowest compared entry with this formula, charge and spin   0.6733 eV
Kohn-Sham gap (spin up / spin down)   6.89 / 3.52 eV

The geometry in ORCA input format:
```
! wB97M-V def2-TZVPD RIJCOSX def2/J DEFGRID3
* xyz 2 6
Ir -0.16 0.49 -0.11
C -1.83 2.96 1.46
C -1.87 1.73 2.29
C -2.46 1.73 3.57
C -2.45 0.59 4.34
C -1.83 -0.57 3.84
C -1.72 -1.81 4.55
Br -2.44 -1.98 6.28
C -1.09 -2.90 3.98
C -0.56 -2.84 2.71
Br 0.31 -4.32 1.94
C -0.64 -1.65 1.92
O -0.21 -1.60 0.74
C -1.28 -0.50 2.54
N -1.31 0.63 1.80
H -2.28 3.80 1.98
H -2.38 2.80 0.53
H -0.81 3.21 1.20
H -2.92 2.63 3.93
H -2.90 0.59 5.32
H -1.01 -3.83 4.54
C -2.48 0.77 -5.08
N -2.40 -0.56 -4.50
C -1.27 -1.27 -5.06
N -0.04 -0.54 -4.79
C -0.11 0.80 -5.35
N -1.26 1.49 -4.79
C -1.11 1.85 -3.42
P -0.95 0.31 -2.33
C -2.46 -0.59 -3.08
C 0.32 -0.56 -3.41
H -3.34 1.30 -4.66
H -2.61 0.68 -6.16
H -1.40 -1.38 -6.14
H -1.20 -2.27 -4.61
H -0.21 0.74 -6.43
H 0.80 1.35 -5.10
H -1.99 2.42 -3.09
H -0.22 2.46 -3.27
H -3.37 -0.10 -2.73
H -2.46 -1.62 -2.72
H 0.42 -1.59 -3.06
H 1.29 -0.06 -3.27
Br 7.35 2.02 1.37
C 5.93 2.49 0.22
C 6.09 3.50 -0.73
N 5.12 3.81 -1.54
C 3.94 3.24 -1.51
C 3.68 2.24 -0.57
C 4.69 1.85 0.30
C 2.32 1.62 -0.48
O 1.44 1.92 -1.33
O 2.07 0.81 0.44
H 7.02 4.05 -0.83
H 3.19 3.56 -2.21
H 4.51 1.07 1.03
*
```

=====

Record 9
C22H21ClN3O4PtSe2 as an isolated structure. Source: OMol25; level of theory: ωB97M-V with the def2-TZVPD basis set.

Calculated values
Maximum force   0.4 eV Å⁻¹
M   779.9 g/mol
E_HOMO   -11.09 eV
ΔE to the lowest compared entry with this formula, charge and spin   0.7123 eV
Kohn-Sham gap   8.05 eV

The geometry in ORCA input format:
```
! wB97M-V def2-TZVPD RIJCOSX def2/J DEFGRID3
* xyz 1 1
Pt 1.90 0.53 -0.24
Se 0.44 3.76 -1.14
Se 2.33 3.52 -2.48
C 1.82 1.78 -3.11
C 1.71 1.64 -4.49
C 1.23 0.45 -5.02
C 0.84 -0.54 -4.14
C 0.99 -0.33 -2.78
N 1.51 0.79 -2.26
C 1.47 3.50 0.46
C 1.50 4.52 1.40
C 2.35 4.42 2.48
C 3.19 3.32 2.56
C 3.09 2.34 1.60
N 2.22 2.40 0.58
H 1.96 2.47 -5.12
H 1.14 0.32 -6.09
H 0.43 -1.48 -4.48
H 0.71 -1.10 -2.08
H 0.87 5.39 1.25
H 2.39 5.20 3.23
H 3.91 3.21 3.36
H 3.71 1.45 1.65
O -2.52 1.95 -1.54
C -2.12 0.94 -0.89
O -1.05 0.75 -0.31
C -3.17 -0.20 -0.84
N -4.38 0.39 -1.50
C -5.43 0.56 -0.45
C -5.14 -0.57 0.53
C -3.60 -0.59 0.58
H -2.81 -1.05 -1.42
H -4.72 -0.16 -2.28
H -3.91 1.32 -1.80
H -6.42 0.54 -0.90
H -5.27 1.53 0.01
H -5.53 -1.51 0.15
H -5.59 -0.39 1.51
H -3.21 -1.57 0.87
H -3.22 0.14 1.29
Cl 1.76 -6.57 4.19
C 1.82 -5.11 3.27
C 1.25 -5.09 2.00
C 1.30 -3.92 1.26
C 1.91 -2.79 1.79
C 2.48 -2.83 3.07
C 2.44 -3.99 3.81
C 1.96 -1.55 1.01
O 2.43 -0.46 1.48
O 1.54 -1.49 -0.20
H 0.77 -5.98 1.61
H 0.87 -3.88 0.27
H 2.95 -1.94 3.46
H 2.87 -4.04 4.79
*
```